Here is a molecular structure, C35H40F4MgN14 from OMol25. Energies are from ωB97M-V with the def2-TZVPD basis set.

Last column: Löwdin charge in e.
Geometry (Å):
1 Mg -0.9851 0.7154 1.4678  0.56
2 C -1.8951 -1.8691 2.7642  -0.16
3 C -3.1803 -1.0944 2.5349  -0.17
4 N -3.0404 -0.2029 1.3699  -0.09
5 C -4.0356 0.8785 1.3762  -0.12
6 C -3.6358 1.9171 2.3970  -0.25
7 C -4.5438 2.7146 3.0666  0.01
8 C -4.0607 3.6340 3.9879  -0.01
9 C -2.6971 3.7222 4.2155  0.01
10 C -1.8535 2.8912 3.4969  -0.23
11 C -0.3507 2.9514 3.6364  -0.12
12 N 0.3078 1.7427 3.1161  -0.10
13 C 0.5553 0.6904 4.1264  -0.17
14 C -0.5797 -0.3200 4.1963  -0.17
15 N -0.7491 -0.9465 2.8718  -0.10
16 N -2.3200 2.0143 2.6102  0.10
17 H -1.7065 -2.5188 1.9079  0.10
18 H -1.9917 -2.5000 3.6520  0.14
19 H -3.4062 -0.4739 3.4044  0.12
20 H -4.0165 -1.7889 2.4175  0.14
21 H -3.1262 -0.7462 0.5175  0.08
22 H -5.0463 0.5157 1.5829  0.14
23 H -4.0466 1.3397 0.3855  0.13
24 H -5.6046 2.6118 2.8835  0.13
25 H -4.7461 4.2674 4.5350  0.13
26 H -2.2954 4.4185 4.9392  0.13
27 H -0.0789 3.1454 4.6779  0.13
28 H 0.0018 3.8054 3.0529  0.14
29 H 1.2029 2.0190 2.7330  0.11
30 H 0.7282 1.1239 5.1148  0.13
31 H 1.4728 0.1697 3.8397  0.12
32 H -1.5137 0.1738 4.4691  0.12
33 H -0.3655 -1.0640 4.9688  0.14
34 H 0.0990 -1.4664 2.6664  0.12
35 F 3.6598 -0.1509 2.1706  0.12
36 C 4.6867 -0.4835 1.3839  -0.13
37 C 5.8712 -0.7632 1.9480  -0.12
38 F 5.9784 -0.6962 3.2556  0.17
39 C 7.0399 -1.1337 1.1637  0.00
40 C 6.8112 -1.1692 -0.2733  -0.12
41 C 5.6199 -0.8820 -0.8245  -0.13
42 F 5.4789 -0.9425 -2.1385  0.15
43 C 4.4655 -0.5180 -0.0412  0.00
44 C 3.2571 -0.2418 -0.6233  -0.11
45 C 2.0710 0.0902 0.1011  -0.10
46 N 1.0883 0.2883 0.6612  0.21
47 C 2.9943 -0.2749 -2.0315  -0.17
48 N 2.6360 -0.2509 -3.1235  0.24
49 F 7.8076 -1.5010 -1.0587  0.18
50 C 8.2418 -1.4233 1.7285  -0.09
51 C 8.4745 -1.3977 3.1436  -0.14
52 N 8.7094 -1.4127 4.2674  0.25
53 C 9.4055 -1.7922 0.9778  -0.13
54 N 10.3617 -2.1234 0.4350  0.26
55 N -1.1584 1.7843 -0.3263  0.17
56 C -1.0911 2.1949 -1.4128  -0.23
57 N -1.0524 2.6813 -2.6096  -0.06
58 C 0.1973 2.6664 -3.4087  -0.11
59 C 0.0157 1.8245 -4.6608  -0.18
60 C -1.2231 2.2615 -5.4401  -0.18
61 C -2.4691 2.1992 -4.5587  -0.17
62 C -2.2908 3.0662 -3.3206  -0.11
63 H 1.0027 2.2970 -2.7750  0.11
64 H 0.4184 3.7046 -3.6684  0.13
65 H -0.0810 0.7689 -4.3940  0.10
66 H 0.9162 1.9164 -5.2682  0.12
67 H -1.3550 1.6227 -6.3127  0.12
68 H -1.0903 3.2826 -5.8122  0.12
69 H -2.6580 1.1649 -4.2534  0.11
70 H -3.3488 2.5453 -5.1033  0.12
71 H -3.1246 2.9761 -2.6246  0.13
72 H -2.1925 4.1187 -3.5967  0.14
73 C -1.0932 -0.9997 -2.0576  -0.21
74 N -1.0438 -1.7726 -3.2883  -0.08
75 C -2.2832 -2.5518 -3.3993  -0.16
76 N -2.4689 -3.4423 -2.2497  -0.08
77 C -2.4975 -2.6291 -1.0447  -0.19
78 N -1.2616 -1.8374 -0.8535  -0.08
79 C -0.1347 -2.7959 -0.8321  -0.18
80 N -0.0564 -3.6044 -2.0367  -0.08
81 C 0.0800 -2.7127 -3.1912  -0.16
82 C -1.3148 -4.3458 -2.1745  -0.15
83 H -1.9262 -0.2931 -2.1128  0.11
84 H -0.1608 -0.4356 -1.9553  0.10
85 H -2.2482 -3.1482 -4.3108  0.13
86 H -3.1342 -1.8695 -3.4630  0.13
87 H -2.6393 -3.2792 -0.1761  0.12
88 H -3.3507 -1.9451 -1.1202  0.12
89 H -0.2465 -3.4559 0.0328  0.12
90 H 0.7934 -2.2295 -0.7224  0.10
91 H 0.1216 -3.3124 -4.1005  0.14
92 H 1.0089 -2.1452 -3.1059  0.09
93 H -1.4371 -5.0100 -1.3170  0.13
94 H -1.2772 -4.9518 -3.0793  0.13

Calculated values
ΔE to the lowest compared entry with this formula, charge and spin, eV: 0.168
Total charge: +2
Multiplicity: 1
HOMO energy, eV: -13.13



Here is a molecular structure, C35H40FeN6O3PSSeTe from OMol25. Energies are from ωB97M-V with the def2-TZVPD basis set.

Last column: Löwdin spin population.
Geometry (Å):
1 Fe 0.0586 -0.2536 0.8902  3.66
2 N 0.5522 0.4288 3.0654  0.03
3 C 1.8416 -0.0271 3.4291  0.00
4 C 2.2312 -0.2820 4.7150  0.00
5 C 3.5475 -0.7048 5.0001  0.00
6 C 4.4670 -0.8585 4.0025  0.00
7 C 4.0783 -0.6578 2.6571  0.00
8 C 4.9420 -0.8708 1.5580  0.00
9 C 4.4578 -0.7532 0.2876  0.00
10 C 3.0938 -0.4516 0.1088  0.01
11 N 2.2725 -0.2164 1.1021  0.02
12 C 2.7550 -0.2776 2.3711  0.00
13 H 0.5785 1.3685 2.6714  0.00
14 H -0.0974 0.4187 3.8405  0.00
15 H 1.5289 -0.1307 5.5260  0.00
16 H 3.8261 -0.8860 6.0298  0.00
17 H 5.4841 -1.1592 4.2192  0.00
18 H 5.9760 -1.1377 1.7411  0.00
19 H 5.0848 -0.9159 -0.5779  0.00
20 H 2.6765 -0.4236 -0.8886  0.00
21 S -0.0881 0.0357 -1.6365  0.02
22 C -1.7396 0.7127 -1.6527  -0.02
23 N -2.3015 1.1464 -2.7763  0.31
24 N -1.6360 0.9123 -3.9269  0.11
25 C -1.9699 1.5906 -5.0865  0.00
26 C -1.3228 1.2508 -6.2783  0.02
27 C -1.6207 1.9246 -7.4486  0.00
28 C -2.5666 2.9431 -7.4571  0.02
29 C -3.2079 3.2736 -6.2720  0.00
30 C -2.9194 2.6129 -5.0875  0.02
31 N -2.4484 0.8494 -0.5358  0.19
32 N -1.9534 0.4632 0.6231  0.28
33 C -2.8871 0.6255 1.6589  0.01
34 C -2.6246 0.0267 2.8953  0.04
35 C -3.4993 0.1674 3.9609  0.00
36 C -4.6647 0.9084 3.8236  0.05
37 C -4.9498 1.4786 2.5884  0.00
38 C -4.0881 1.3379 1.5139  0.04
39 H -0.9455 0.1764 -3.9763  0.01
40 H -0.5881 0.4521 -6.2818  0.00
41 H -1.1108 1.6482 -8.3633  0.00
42 H -2.8014 3.4670 -8.3739  0.00
43 H -3.9501 4.0627 -6.2627  0.00
44 H -3.4211 2.8694 -4.1655  0.00
45 H -1.7665 -0.6250 2.9914  0.00
46 H -3.2779 -0.3296 4.8983  0.00
47 H -5.3509 1.0176 4.6533  0.00
48 H -5.8683 2.0381 2.4541  0.00
49 H -4.3306 1.7776 0.5582  0.00
50 C 2.7747 5.8092 1.0350  0.00
51 C 2.6641 4.3387 1.3511  0.00
52 O 2.3704 3.5866 0.1364  0.00
53 P 0.9173 3.0303 -0.1122  0.00
54 O 0.3976 2.0689 0.8915  0.03
55 Te 1.1185 2.0048 -2.3241  -0.01
56 O 0.0397 4.3374 -0.1905  0.00
57 C -1.4206 4.2765 -0.0433  0.00
58 C -2.0988 4.3583 -1.3870  0.00
59 H 2.9645 6.3696 1.9517  0.00
60 H 1.8504 6.1765 0.5914  0.00
61 H 3.5967 5.9939 0.3438  0.00
62 H 1.8906 4.1339 2.0937  0.00
63 H 3.6020 3.9236 1.7145  0.00
64 H -1.6571 5.1335 0.5841  0.00
65 H -1.6741 3.3619 0.4937  0.00
66 H -1.7414 5.2217 -1.9500  0.00
67 H -3.1732 4.4693 -1.2292  0.00
68 H -1.9501 3.4545 -1.9774  0.00
69 C 1.0509 -7.9315 -1.3524  0.00
70 C 0.7545 -6.6208 -0.6750  0.00
71 C -0.0573 -6.5494 0.4455  0.00
72 C -0.3471 -5.3452 1.0790  0.01
73 C -1.2456 -5.3659 2.2841  0.00
74 C 0.1959 -4.1488 0.5768  0.02
75 Se -0.3032 -2.5575 1.5534  0.10
76 C 1.0300 -4.2074 -0.5471  0.01
77 C 1.6948 -3.0010 -1.1332  0.00
78 C 1.2873 -5.4334 -1.1512  0.00
79 H 0.5540 -8.7580 -0.8444  0.00
80 H 2.1230 -8.1404 -1.3607  0.00
81 H 0.7127 -7.9258 -2.3909  0.00
82 H -0.4899 -7.4610 0.8454  0.00
83 H -1.5600 -6.3866 2.5045  0.00
84 H -2.1328 -4.7502 2.1253  0.00
85 H -0.7415 -4.9562 3.1616  0.00
86 H 1.3570 -2.1045 -0.6301  0.00
87 H 1.4747 -2.9069 -2.1993  0.00
88 H 2.7820 -3.0672 -1.0255  0.00
89 H 1.9333 -5.4551 -2.0252  0.00

Calculated values
ΔE to the lowest compared entry with this formula, charge and spin, eV: 0.000
<S²>: 8.82
Total charge: 0
Multiplicity: 6
HOMO energy (alpha / beta), eV: -5.87 / -6.80



Here is a molecular structure, C35H40MgN10O6 in a non-equilibrium geometry from OMol25. Energies are from ωB97M-V with the def2-TZVPD basis set.

Last column: Löwdin charge in e.
Geometry (Å):
1 Mg 0.6895 2.5444 -1.5053  0.72
2 N -0.3532 -0.4552 -0.8696  -0.49
3 O 0.2774 0.6539 -0.8633  -0.11
4 O -1.0294 -0.7098 -1.8907  -0.03
5 O -0.2212 -1.2202 0.0892  0.04
6 N -0.3501 1.8286 -3.6977  -0.52
7 O -0.9245 1.4296 -4.6866  0.09
8 O 0.9007 1.9022 -3.5709  -0.04
9 O -0.9320 2.3469 -2.7037  -0.08
10 N -2.1422 -1.3571 -4.6365  0.04
11 C -1.1274 -1.9692 -5.3564  -0.11
12 C -1.5995 -3.1748 -5.7947  -0.11
13 C -2.9408 -3.2941 -5.3937  -0.16
14 C -3.2579 -2.1548 -4.7230  -0.18
15 H -2.1125 -0.4369 -4.2432  0.10
16 H -0.1936 -1.4589 -5.5187  0.10
17 H -1.0937 -3.9494 -6.3503  0.09
18 H -3.6400 -4.0798 -5.6302  0.11
19 H -4.1957 -1.8187 -4.3088  0.12
20 N -1.9472 -0.4914 4.8939  0.01
21 C -1.6673 0.7900 5.2568  -0.15
22 C -0.9460 1.3860 4.2636  -0.11
23 C -0.7861 0.4375 3.2119  -0.10
24 C -1.4119 -0.7187 3.6374  -0.12
25 H -2.3528 -1.2309 5.4338  0.14
26 H -1.9281 1.0937 6.2590  0.11
27 H -0.4752 2.3508 4.1995  0.07
28 H -0.1922 0.5958 2.3281  0.07
29 H -1.5563 -1.6915 3.1962  0.11
30 N -3.4040 0.8817 -1.0667  0.02
31 C -4.1101 0.8691 0.1158  -0.14
32 C -5.2286 1.6411 -0.0533  -0.13
33 C -5.2802 2.0280 -1.4174  -0.11
34 C -4.1562 1.5435 -2.0187  -0.14
35 H -2.5811 0.3211 -1.2683  0.10
36 H -3.7473 0.3957 1.0136  0.11
37 H -6.0318 1.8576 0.6334  0.09
38 H -6.0573 2.5767 -1.9239  0.09
39 H -3.8345 1.6315 -3.0403  0.11
40 N -1.7453 -3.4765 -1.6396  0.03
41 C -1.2596 -4.3346 -0.6906  -0.15
42 C -1.7247 -5.6051 -0.9956  -0.13
43 C -2.4548 -5.4937 -2.1918  -0.12
44 C -2.3996 -4.1891 -2.6251  -0.11
45 H -1.4354 -2.5073 -1.7202  0.08
46 H -0.7231 -3.9504 0.1579  0.08
47 H -1.5666 -6.4596 -0.3581  0.08
48 H -2.8225 -6.3923 -2.6647  0.08
49 H -2.7961 -3.6123 -3.4449  0.04
50 N 3.0708 -2.3499 -0.0615  0.02
51 C 2.5450 -2.7496 1.1238  -0.16
52 C 3.6009 -3.1919 1.8873  -0.13
53 C 4.8054 -3.1066 1.1510  -0.09
54 C 4.4149 -2.5976 -0.0789  -0.15
55 H 2.5396 -1.9730 -0.8256  0.14
56 H 1.4841 -2.7259 1.2971  0.10
57 H 3.5203 -3.6727 2.8519  0.09
58 H 5.7516 -3.4991 1.4764  0.09
59 H 4.9475 -2.3846 -0.9928  0.09
60 N 2.6793 1.6437 2.1472  0.07
61 C 2.4128 0.3494 2.3557  -0.13
62 C 2.4532 -0.2167 3.6299  -0.06
63 C 2.9756 0.5285 4.6764  -0.07
64 C 3.2106 1.8842 4.4928  -0.07
65 C 3.0546 2.3784 3.2106  -0.17
66 H 2.0919 -0.2812 1.5380  0.08
67 H 2.2673 -1.2737 3.7532  0.10
68 H 3.1123 -0.0048 5.6084  0.11
69 H 3.6044 2.4627 5.3167  0.10
70 H 3.3376 3.3993 2.9751  0.10
71 N -0.2546 3.2051 0.2469  0.03
72 C -1.6044 3.0986 0.2533  -0.09
73 C -2.4095 3.6118 1.2587  -0.02
74 C -1.8597 4.2603 2.3642  -0.03
75 C -0.4707 4.2814 2.4080  -0.07
76 C 0.2451 3.7503 1.3606  -0.14
77 H -2.1643 2.7302 -0.5991  0.09
78 H -3.4768 3.4575 1.1813  0.10
79 H -2.4524 4.6197 3.1927  0.12
80 H 0.0935 4.7557 3.1990  0.11
81 H 1.3190 3.8374 1.4683  0.08
82 N 2.5850 2.1702 -1.1727  0.01
83 C 3.2210 1.0267 -1.5605  -0.10
84 C 4.5411 0.7601 -1.3756  -0.03
85 C 5.3121 1.7085 -0.6864  -0.03
86 C 4.7455 2.9061 -0.2945  -0.05
87 C 3.3916 3.0239 -0.5076  -0.13
88 H 2.5591 0.3327 -2.0646  0.12
89 H 5.0971 -0.1133 -1.6786  0.10
90 H 6.3509 1.5393 -0.4332  0.12
91 H 5.3464 3.6420 0.2166  0.11
92 H 2.8735 3.9037 -0.1373  0.11

Calculated values
Total charge: 0
Multiplicity: 1
HOMO energy, eV: -6.89



Here is a molecular structure, C35H41Cl3N6O2S3Se2W from OMol25. Energies are from ωB97M-V with the def2-TZVPD basis set.

Last column: Löwdin spin population.
Geometry (Å):
1 W -1.3676 -0.4374 -1.0337  0.90
2 Se -2.6912 1.1731 0.6409  -0.03
3 Se -2.3498 1.4649 -2.5131  -0.03
4 C -0.6523 2.0993 -2.0387  0.01
5 C -0.1060 3.3561 -2.2873  0.00
6 C 1.1924 3.5904 -1.8913  0.01
7 C 1.9238 2.5784 -1.2519  0.00
8 C 1.3151 1.3843 -0.9824  0.01
9 N 0.0352 1.1466 -1.3653  0.00
10 C -3.9682 -0.1220 0.1936  0.02
11 C -5.3108 -0.1999 0.5424  0.00
12 C -6.0345 -1.2852 0.0966  0.02
13 C -5.4202 -2.2659 -0.6941  0.00
14 C -4.0995 -2.1219 -1.0204  0.01
15 N -3.3798 -1.0656 -0.5710  0.01
16 H -0.6958 4.1136 -2.7854  0.00
17 H 1.6555 4.5514 -2.0784  0.00
18 H 2.9552 2.7323 -0.9712  0.00
19 H 1.8351 0.5672 -0.5001  0.00
20 H -5.7637 0.5755 1.1442  0.00
21 H -7.0823 -1.3787 0.3518  0.00
22 H -5.9763 -3.1231 -1.0462  0.00
23 H -3.5807 -2.8347 -1.6481  0.00
24 O -0.9097 -2.3927 -0.8780  0.02
25 S -0.9404 -3.7515 -1.7033  0.01
26 C -0.8510 -5.0134 -0.4192  0.00
27 C -0.0639 -6.1155 -1.1204  0.00
28 C 1.1700 -5.4450 -1.7373  0.00
29 C 0.7626 -4.0588 -2.2702  0.00
30 H -1.8617 -5.2877 -0.1228  0.00
31 H -0.3033 -4.5837 0.4214  0.00
32 H -0.6771 -6.5962 -1.8857  0.00
33 H 0.2077 -6.8878 -0.4031  0.00
34 H 1.5775 -6.0474 -2.5457  0.00
35 H 1.9520 -5.3292 -0.9885  0.00
36 H 0.7411 -3.9834 -3.3554  0.00
37 H 1.3595 -3.2383 -1.8717  0.00
38 C 0.9719 0.6227 -4.9143  0.00
39 N -0.4442 0.5215 -5.2738  0.00
40 C -0.9080 1.6066 -6.1518  0.00
41 C -1.2728 -0.3728 -4.7559  0.00
42 S -0.7677 -1.2439 -3.2781  0.02
43 N -2.4027 -0.7193 -5.3491  0.00
44 C -3.5169 -1.3562 -4.6522  0.00
45 C -2.5819 -0.6726 -6.8125  0.00
46 H 1.5411 0.7999 -5.8258  0.00
47 H 1.3279 -0.2932 -4.4582  0.00
48 H 1.1298 1.4642 -4.2359  0.00
49 H -0.4253 2.5225 -5.8129  0.00
50 H -1.9834 1.7248 -6.0656  0.00
51 H -0.6309 1.4378 -7.1911  0.00
52 H -3.4183 -1.2369 -3.5793  0.00
53 H -3.5645 -2.4163 -4.9057  0.00
54 H -4.4401 -0.8767 -4.9764  0.00
55 H -1.6240 -0.5596 -7.3074  0.00
56 H -3.2576 0.1277 -7.1100  0.00
57 H -3.0151 -1.6254 -7.1125  0.00
58 Cl 3.0503 5.8313 0.5489  0.00
59 C 2.8335 4.4170 1.5060  0.00
60 C 1.6218 4.1923 2.1426  0.00
61 C 1.4574 3.0354 2.8867  0.00
62 C 2.4694 2.0835 3.0049  0.00
63 C 2.3305 0.8235 3.8343  0.00
64 C 0.8937 0.3837 4.1343  0.00
65 N 0.2395 -0.2668 2.9837  0.00
66 C -0.5084 -1.4187 3.0724  0.00
67 C -0.9726 -1.6774 1.8259  0.01
68 N -0.5047 -0.7021 0.9653  0.01
69 C 0.2152 0.1363 1.7097  0.00
70 O 3.0722 0.8679 5.0548  0.00
71 C 3.1864 2.1159 5.7305  0.01
72 C 3.3567 1.8370 7.1966  0.10
73 C 4.5467 1.2507 7.7282  0.28
74 Cl 5.8598 0.7832 6.8363  0.18
75 S 4.5261 1.0935 9.4496  0.00
76 C 2.9866 1.7998 9.4838  0.32
77 C 2.4877 2.1438 8.2125  0.09
78 C 3.6793 2.3482 2.3538  0.00
79 Cl 4.9902 1.2241 2.4607  0.00
80 C 3.8731 3.5051 1.6157  0.00
81 H 0.8273 4.9223 2.0666  0.00
82 H 0.5062 2.8874 3.3843  0.00
83 H 2.8026 0.0058 3.2830  0.00
84 H 0.2566 1.1961 4.4825  0.00
85 H 0.9437 -0.3617 4.9243  0.00
86 H -0.6473 -1.9398 4.0041  0.00
87 H -1.6105 -2.4755 1.4947  0.00
88 H 0.6734 1.0504 1.3789  0.00
89 H 2.3304 2.7724 5.5680  0.00
90 H 4.0794 2.6468 5.3802  0.00
91 H 2.4842 1.9525 10.4303  0.01
92 H 1.5255 2.6199 8.0872  0.00
93 H 4.8242 3.6936 1.1358  0.00

Calculated values
ΔE to the lowest compared entry with this formula, charge and spin, eV: 0.000
<S²>: 2.03
Total charge: +4
Multiplicity: 3
HOMO energy (alpha / beta), eV: -16.70 / -16.73